The following is a quantum chemistry calculation of 3 unconnected molecules or ions with the total composition C45H76Br2F3N2O11P2, from the OMol25 dataset.

The geometry in XYZ format:
```
141
Properties=species:S:1:pos:R:3:forces:R:3:mulliken_charge:R:1
C -6.62225 4.74659 -6.35049 0.331 -0.132 -0.014 -1.15
C -5.56947 3.88246 -5.60918 -0.313 0.634 -0.157 -0.57
C -4.95347 4.59982 -4.39744 0.192 -0.870 -0.279 -0.36
C -3.88837 5.62250 -4.80762 -1.078 0.573 0.596 -0.25
C -3.61971 6.61156 -3.66147 1.201 -0.126 -0.597 -0.88
C -2.23805 7.29121 -3.78403 -0.601 0.271 0.603 0.39
C -1.89786 8.04661 -2.46593 0.185 -0.076 -1.032 -0.84
C -0.59764 7.53574 -1.81721 -0.704 0.508 0.392 -1.80
C -0.74021 6.15467 -1.21662 0.290 -0.544 -0.075 0.22
C -1.58092 5.92636 -0.14904 -0.178 1.057 -0.329 1.00
C -2.37179 7.01239 0.53904 0.276 -0.873 0.436 -2.13
N -1.73568 4.67644 0.35120 0.268 0.523 -0.555 0.24
C -1.08032 3.59881 -0.12782 0.627 -2.067 -0.727 0.07
N -1.33660 2.41006 0.50935 -1.388 1.926 0.564 0.00
C -2.56981 2.03109 0.62673 -0.020 -0.876 0.739 0.66
C -3.49385 1.77593 -0.52735 -0.126 1.398 -0.274 -0.97
C -3.14365 1.82626 2.00110 0.399 -0.534 -0.166 -1.40
C -0.18163 3.74079 -1.19344 0.555 0.684 -0.297 0.05
C 0.66578 2.62740 -1.80192 -0.360 0.059 -0.172 -0.47
C 0.02054 1.22528 -1.88043 0.247 0.568 -0.045 -1.63
C 0.72595 0.13999 -1.06622 -0.844 -0.540 -0.425 0.83
F 1.76727 -0.30998 -1.82281 0.414 0.309 0.420 -0.30
Br 1.39854 0.72251 0.65774 0.110 0.076 -0.201 -0.07
C -0.21988 -1.11249 -0.82826 0.552 -0.155 0.423 0.10
F -1.50581 -0.71819 -0.71828 -0.019 0.050 -0.166 -0.14
F 0.07234 -1.71048 0.34097 0.033 -0.054 -0.178 -0.14
Br -0.02362 -2.46306 -2.19436 -0.322 0.259 -0.038 -0.06
C -0.03007 5.02702 -1.71093 -0.632 -0.089 -0.070 1.36
C 0.92830 5.30006 -2.84523 0.467 -0.736 0.095 -0.60
O 1.90710 5.94151 -2.64581 0.414 0.646 0.163 -0.47
O 0.63051 4.75188 -4.04408 -0.845 0.452 0.066 -0.26
C 0.83683 5.65801 -5.13925 0.034 0.188 -0.050 -0.87
O 2.10059 5.45777 -5.67113 -0.143 0.062 -0.166 -0.44
C 2.23153 6.00349 -6.95366 -0.139 0.062 0.270 0.62
C 1.88649 7.34338 -7.12558 0.082 -0.084 -0.380 -0.48
C 2.03629 7.95882 -8.36165 0.047 -0.082 0.140 0.61
C 1.69204 9.42192 -8.50571 -0.302 -0.234 0.254 -1.48
C 2.53420 7.18132 -9.40244 -0.079 0.350 -0.122 -1.00
C 2.85039 5.84356 -9.23009 -0.056 0.576 0.182 -0.54
C 2.70184 5.20329 -7.99119 0.308 -0.233 -0.269 0.20
C 3.09408 3.72558 -7.86325 -0.507 -0.277 -0.993 0.96
C 2.29741 2.93157 -6.81515 1.087 -0.086 0.274 -1.41
C 2.86755 3.00644 -9.22449 -0.422 0.260 0.580 -1.59
H -6.62242 5.77780 -5.98568 -0.012 -0.051 -0.069 0.33
H -7.63064 4.34847 -6.23291 0.051 0.059 0.047 0.34
H -6.39620 4.76605 -7.41773 -0.174 0.106 0.030 0.28
H -6.05093 2.94866 -5.31475 0.273 -0.064 0.023 0.38
H -4.75582 3.67141 -6.30931 -0.062 -0.309 0.117 0.25
H -5.74799 5.05800 -3.79901 0.103 0.124 -0.047 0.37
H -4.48772 3.82547 -3.77032 0.008 0.211 0.137 -0.08
H -2.96655 5.14026 -5.14147 -0.092 -0.075 -0.007 0.21
H -4.31672 6.19928 -5.63528 0.357 -0.088 -0.167 0.29
H -3.62581 6.09968 -2.68995 -0.294 -0.034 -0.072 0.27
H -4.36429 7.41153 -3.67889 -0.173 -0.237 0.311 0.28
H -2.28482 8.00595 -4.60972 0.230 -0.161 -0.070 0.57
H -1.46379 6.55033 -4.00674 -0.122 -0.015 -0.043 -0.63
H -2.76921 7.96861 -1.81636 0.152 0.065 0.152 0.60
H -1.76989 9.10451 -2.70834 0.040 -0.018 0.239 0.40
H 0.18613 7.59518 -2.56797 0.085 -0.181 0.158 0.36
H -0.31315 8.23536 -1.02398 0.150 -0.113 -0.045 0.59
H -3.44275 6.80793 0.45705 0.034 0.194 -0.091 0.40
H -2.10825 6.96767 1.60190 -0.112 0.211 -0.036 0.59
H -2.13080 7.99254 0.15401 -0.081 0.023 0.049 0.44
H -2.35874 4.58216 1.14271 0.115 -0.273 0.034 0.33
H -3.38011 0.76286 -0.91708 0.112 0.001 0.193 0.25
H -4.53622 1.94962 -0.25504 0.054 -0.269 0.096 0.43
H -3.26892 2.49005 -1.32954 0.061 -0.280 -0.121 0.13
H -2.39372 2.02155 2.76548 -0.004 -0.221 -0.029 0.37
H -3.93542 2.58118 2.10841 -0.018 -0.126 -0.120 0.35
H -3.61207 0.84721 2.12746 -0.029 0.086 0.074 0.44
H 1.64159 2.62332 -1.31034 -0.101 -0.149 0.072 0.67
H 0.85726 2.93470 -2.82916 0.071 -0.070 0.104 0.17
H -1.03740 1.31737 -1.65865 0.066 -0.290 0.226 0.26
H 0.07744 0.89282 -2.92065 0.030 -0.143 0.122 0.72
H 0.04275 5.47316 -5.87013 0.125 -0.292 0.022 0.69
H 0.69953 6.67578 -4.75776 0.169 -0.047 0.052 0.48
H 1.49843 7.93832 -6.30647 0.126 -0.144 0.101 0.33
H 1.06363 9.69669 -7.65427 0.098 0.195 -0.084 0.33
H 2.58079 10.05520 -8.48864 -0.027 -0.049 -0.092 0.31
H 1.11062 9.63391 -9.40462 0.193 -0.064 -0.061 0.37
H 2.66847 7.65629 -10.36971 0.032 -0.168 -0.001 0.40
H 3.23564 5.33615 -10.10216 -0.030 -0.220 0.167 0.17
H 4.17519 3.67325 -7.69355 -0.144 -0.007 0.493 0.28
H 2.52571 1.86972 -6.94237 -0.124 0.049 -0.062 0.56
H 2.66133 3.20271 -5.82514 -0.453 -0.046 0.090 0.22
H 1.21767 3.06247 -6.90750 0.060 0.158 0.029 0.28
H 2.96295 1.92724 -9.09910 0.223 0.071 -0.023 0.43
H 3.54595 3.34416 -10.00390 -0.098 -0.095 -0.060 0.35
H 1.82460 3.19625 -9.50072 0.166 -0.035 -0.349 0.42
O -1.17424 -7.17578 2.77253 1.423 2.023 -2.281 -0.78
P -0.57341 -6.21852 3.73581 -2.110 -2.523 6.159 0.84
O 0.49077 -7.08481 4.60757 -0.056 0.519 -0.637 -0.04
C 1.66333 -7.58304 3.96168 0.437 -0.024 -0.058 -0.29
C 2.65460 -6.47038 3.66587 -0.125 0.085 -0.133 -1.05
O -1.78164 -6.07822 4.82900 0.135 0.464 -0.345 -0.32
C -3.09046 -6.58417 4.56568 -0.146 -0.319 0.084 -0.34
C -3.24815 -7.99639 5.09247 0.059 -0.063 0.153 -1.07
O -0.00951 -4.74638 4.23088 0.406 -0.296 -3.007 -0.33
C 0.04246 -3.68123 3.26413 -0.046 0.288 -0.138 -0.23
C -1.31273 -3.40245 2.64264 -0.205 -0.203 0.072 -0.93
H 1.39513 -8.11844 3.04721 -0.090 -0.003 0.038 0.29
H 2.11848 -8.30113 4.64356 -0.176 0.005 0.090 0.27
H 2.28078 -5.82025 2.86825 0.056 -0.008 -0.009 0.23
H 3.60938 -6.88230 3.33805 -0.018 -0.018 0.002 0.44
H 2.81510 -5.85019 4.54734 0.033 -0.069 0.040 0.27
H -3.32062 -6.52878 3.50198 0.131 -0.088 -0.033 0.34
H -3.79240 -5.92239 5.07746 0.137 0.084 0.062 0.37
H -2.43838 -8.64191 4.75332 -0.033 0.052 -0.182 0.27
H -4.19814 -8.42408 4.76852 0.001 0.004 0.015 0.36
H -3.22159 -7.99804 6.18339 -0.039 0.017 -0.006 0.27
H 0.77512 -3.92718 2.48971 0.026 0.058 0.021 0.24
H 0.40374 -2.79725 3.78859 0.042 -0.129 0.148 0.35
H -1.65577 -4.25293 2.04312 0.043 0.042 -0.009 0.35
H -1.26107 -2.53537 1.98936 0.001 0.010 0.016 0.16
H -2.06435 -3.22517 3.41260 0.058 0.030 0.055 0.32
O 4.96950 -9.17845 8.38665 -1.468 2.813 0.097 -0.78
P 3.76188 -9.61331 9.13286 0.818 -6.471 0.925 1.08
O 4.30518 -10.15998 10.56555 -0.358 0.578 -0.401 -0.34
C 4.89840 -9.23702 11.47597 0.081 0.181 0.316 -0.33
C 3.86870 -8.31669 12.10949 -0.056 0.078 -0.189 -0.93
O 3.39708 -11.02878 8.40923 -0.301 0.531 -0.063 -0.38
C 4.02263 -11.42569 7.19037 0.273 -0.201 -0.080 -0.23
C 5.24842 -12.27688 7.45493 0.024 -0.128 0.115 -1.13
O 2.19474 -9.45949 9.61017 1.170 2.614 -0.744 -0.28
C 1.45279 -8.32140 9.12539 -0.246 0.168 -0.192 -0.49
C 1.42518 -8.25917 7.61172 0.152 -0.050 -0.091 -0.91
H 5.67684 -8.65905 10.97007 -0.007 -0.045 -0.043 0.28
H 5.38096 -9.83252 12.25061 -0.030 -0.125 -0.105 0.33
H 3.48183 -7.60373 11.37494 0.004 0.023 0.052 0.19
H 4.31360 -7.74493 12.92470 0.024 -0.015 -0.017 0.41
H 3.02264 -8.88703 12.49130 0.046 -0.037 0.047 0.26
H 4.26680 -10.55665 6.57904 0.088 0.065 0.124 0.27
H 3.28575 -12.00855 6.63389 -0.103 0.023 0.133 0.37
H 5.91761 -11.80124 8.17135 -0.001 0.160 -0.102 0.29
H 5.79644 -12.46041 6.52917 -0.013 -0.010 0.005 0.36
H 4.95619 -13.23783 7.88105 -0.014 -0.004 -0.037 0.28
H 1.88214 -7.40405 9.53909 -0.044 -0.012 0.034 0.31
H 0.44058 -8.41492 9.51599 0.080 -0.161 0.110 0.35
H 2.42945 -8.08586 7.20658 -0.039 0.048 0.051 0.30
H 0.78391 -7.44663 7.26995 -0.002 -0.018 -0.019 0.38
H 1.06403 -9.19769 7.19055 -0.098 0.012 0.045 0.32
```
Positions in Å, forces in eV/Å.

Computed properties:
Total charge: +1
Total energy (eV): -240211.14646
Orbital gap (eV): 6.969
Relative energy (zero: lowest compared OMol25 entry of this formula, charge and spin) (kJ/mol): 0.0
E_LUMO (eV): -3.7